No. 1
72
Properties=species:S:1:pos:R:3 method="wB97M-V/def2-TZVPD" homo_energy_ev="-9.042 / -11.534" multiplicity=7 charge=+1 gap_ev="6.2 / 8.0" s2=12.00 relative_energy_kcal_mol=0.0
Ti -1.051 -3.378 -1.939
Ti 0.349 -2.888 1.136
O -0.346 -1.407 -0.799
H 0.165 -1.077 -1.563
C 1.739 1.000 1.885
C 0.626 0.566 2.726
C -0.497 1.626 2.705
O -1.729 1.208 3.195
C -2.710 2.218 3.009
N 0.072 -0.671 2.201
H 2.084 2.014 2.088
H 1.476 1.030 0.828
H 2.525 0.261 2.044
H 0.846 0.464 3.788
H -0.782 1.819 1.671
H -0.247 2.558 3.212
H -3.208 2.267 2.041
H -2.333 3.172 3.377
H -3.397 2.036 3.836
H 0.010 -0.646 1.193
H -0.902 -0.567 2.447
C -4.739 -2.619 1.635
C -3.620 -1.755 0.957
C -3.710 -0.223 1.149
O -4.959 0.157 0.622
C -5.234 1.606 0.753
N -2.316 -2.307 1.266
H -4.751 -2.533 2.721
H -4.642 -3.634 1.249
H -5.749 -2.439 1.269
H -3.780 -1.949 -0.104
H -2.932 0.362 0.658
H -3.641 -0.040 2.221
H -5.376 1.970 1.771
H -6.218 1.734 0.303
H -4.459 2.179 0.244
H -2.038 -3.205 0.897
H -1.660 -1.835 0.660
C 3.458 -2.041 -0.931
C 3.667 -3.256 -0.018
C 5.129 -3.352 0.206
O 5.781 -2.234 0.872
C 7.191 -2.120 0.602
N 2.792 -3.073 1.146
H 2.435 -1.928 -1.291
H 4.094 -2.030 -1.816
H 3.551 -1.142 -0.322
H 3.336 -4.183 -0.487
H 5.682 -3.455 -0.728
H 5.260 -4.258 0.796
H 7.305 -2.051 -0.479
H 7.855 -2.912 0.949
H 7.446 -1.141 1.008
H 3.131 -2.296 1.694
H 3.101 -3.819 1.753
C 1.602 1.987 -4.043
C 0.159 2.348 -3.645
C -0.368 3.589 -4.414
O -1.611 4.109 -3.950
C -1.769 4.265 -2.563
N -0.744 1.209 -3.872
H 1.992 1.105 -3.535
H 2.369 2.737 -3.849
H 1.550 1.704 -5.094
H 0.204 2.562 -2.577
H -0.538 3.329 -5.459
H 0.359 4.398 -4.338
H -0.848 4.630 -2.108
H -1.975 3.322 -2.056
H -2.560 4.922 -2.200
H -0.341 0.514 -3.260
H -1.560 1.485 -3.345



No. 2
75
Properties=species:S:1:pos:R:3 method="wB97M-V/def2-TZVPD" homo_energy_ev=-7.846 gap_ev=8.2 relative_energy_kcal_mol=0.0
N 6.838 -18.126 16.447
H 7.069 -18.307 17.413
H 6.474 -17.196 16.299
H 6.137 -18.814 16.211
H 7.643 -18.321 15.869
N 6.550 -14.726 19.094
H 6.320 -14.857 18.119
H 7.283 -14.032 19.127
H 6.870 -15.601 19.482
H 5.777 -14.398 19.655
C 7.175 -10.592 17.385
C 6.853 -9.403 18.322
N 5.780 -9.711 19.437
C 4.469 -10.243 18.791
C 6.365 -10.767 20.499
C 7.584 -10.321 21.305
C 5.561 -8.326 20.033
C 4.738 -8.104 21.396
O 3.429 -8.430 21.023
C 2.557 -8.230 22.060
H 7.297 -11.530 17.926
H 8.103 -10.262 16.917
H 6.370 -10.647 16.653
H 6.486 -8.608 17.673
H 7.720 -9.167 18.940
H 4.229 -9.735 17.857
H 3.601 -10.326 19.445
H 4.685 -11.232 18.388
H 6.610 -11.641 19.896
H 5.488 -10.945 21.122
H 8.489 -10.321 20.698
H 7.627 -10.961 22.186
H 7.421 -9.328 21.724
H 5.133 -7.734 19.224
H 6.573 -7.955 20.196
H 4.861 -7.099 21.800
H 5.089 -8.790 22.167
H 1.727 -8.850 21.718
H 2.314 -7.190 22.278
H 2.727 -8.780 22.986
C 11.405 -12.440 24.318
C 10.997 -13.896 23.925
C 9.484 -14.120 23.548
N 9.056 -15.605 23.517
C 9.806 -16.202 22.299
C 9.226 -16.468 24.851
C 8.235 -17.625 24.701
C 7.160 -17.201 23.671
C 7.543 -15.771 23.295
H 10.853 -11.624 23.850
H 12.467 -12.244 24.171
H 11.272 -12.395 25.399
H 11.256 -14.579 24.733
H 11.619 -14.269 23.112
H 9.123 -13.705 22.607
H 8.819 -13.712 24.309
H 9.387 -17.197 22.154
H 10.869 -16.343 22.495
H 9.522 -15.811 21.322
H 10.254 -16.800 24.996
H 9.090 -15.771 25.678
H 8.762 -18.523 24.377
H 7.656 -17.873 25.591
H 7.170 -17.844 22.791
H 6.115 -17.244 23.981
H 7.294 -15.682 22.238
H 6.984 -14.937 23.719
Cl 5.447 -15.295 15.969
Cl 7.298 -17.810 19.465
Cl 9.413 -13.097 19.571
B 4.441 -13.618 21.285
F 4.185 -13.646 19.958
F 3.743 -12.546 21.800
F 4.143 -14.799 21.880
F 5.763 -13.429 21.391